(A)
Below is a cluster of 7 separate species, H14O7 in total, with properties calculated with the ωB97M-V functional and the def2-TZVPD basis.

```
21
Properties=species:S:1:pos:R:3
O 3.9869 3.4713 -1.7867
H 3.0458 3.4246 -1.6179
H 4.0535 3.7657 -2.6950
O 1.5378 -3.4114 4.7392
H 1.1355 -3.9944 5.3830
H 0.8486 -2.7847 4.5191
O -0.8086 -0.4341 -0.3906
H -0.5853 -0.5409 0.5340
H -0.4555 0.4241 -0.6252
O -0.7658 0.0911 3.9107
H -0.2127 0.8143 4.2062
H -1.6593 0.4263 3.9853
O -0.0065 -1.4903 -4.2020
H -0.3566 -2.3653 -4.3691
H -0.2775 -1.2904 -3.3060
O 0.0045 4.4148 -1.2324
H 0.4278 5.2468 -1.4441
H -0.9278 4.5761 -1.3776
O -3.2824 -3.6186 -1.2084
H -2.8710 -2.7709 -1.0395
H -2.8312 -3.9542 -1.9829
```

gap between HOMO and LUMO	11.6	eV
SMILES string	O.O.O.O.O.O.O
2S+1	1


(B)
Below is a cluster of 7 separate species, H14O7 in total, with properties calculated with the ωB97M-V functional and the def2-TZVPD basis.

```
21
Properties=species:S:1:pos:R:3
O -0.0362 2.1918 -2.0362
H -0.2382 1.5368 -1.3512
H -0.0042 1.6478 -2.8152
O -0.7102 0.0058 -0.5522
H -0.6562 -0.9202 -0.4952
H -1.0192 0.3978 0.2388
O 1.3178 2.8908 0.8878
H 1.4218 1.9638 0.7938
H 0.9628 2.8658 1.7728
O -1.3632 1.2278 1.9618
H -1.7472 1.0138 2.7898
H -1.7252 2.0508 1.6428
O 0.0178 -3.1892 -1.6592
H -0.4842 -3.7192 -2.2772
H 0.7098 -2.6742 -2.2162
O 1.8008 0.3218 0.6118
H 2.1668 0.4478 -0.2742
H 0.9848 -0.0732 0.3498
O -0.2922 -2.4202 1.1298
H 0.0698 -2.8342 0.3688
H -1.1752 -2.7322 1.1288
```

gap between HOMO and LUMO	10.2	eV
SMILES string	O.O.O.O.O.O.O
2S+1	1


(C)
Below is a cluster of 7 separate species, H14O7 in total, with properties calculated with the ωB97M-V functional and the def2-TZVPD basis.

```
21
Properties=species:S:1:pos:R:3
O 5.9550 -11.4900 -21.7750
H 6.2450 -12.4230 -21.8190
H 5.9940 -11.1830 -20.8780
O 3.1730 -11.0430 -22.1740
H 4.1110 -11.1930 -21.9660
H 2.7200 -11.8820 -22.0250
O 6.2950 -7.6920 -21.3920
H 6.4980 -8.1570 -22.2510
H 5.6710 -6.9910 -21.5320
O 9.1090 -8.7210 -21.7600
H 8.5430 -9.0170 -20.9870
H 9.7630 -9.3750 -21.7770
O 4.8180 -7.9690 -24.5600
H 5.0090 -7.0880 -24.2250
H 5.5840 -8.5010 -24.4100
O 9.7740 -6.0340 -21.8000
H 10.6730 -6.2480 -22.0990
H 9.3590 -6.9150 -21.8460
O 6.9990 -9.3690 -23.3730
H 6.7000 -10.1850 -23.0140
H 7.8810 -9.2150 -23.0170
```

gap between HOMO and LUMO	10.3	eV
SMILES string	O.O.O.O.O.O.O
2S+1	1


(D)
Below is a cluster of 7 separate species, H14O7 in total, with properties calculated with the ωB97M-V functional and the def2-TZVPD basis.

```
21
Properties=species:S:1:pos:R:3
H -0.2618 -0.4502 -0.7792
H 0.6296 0.7625 -0.9912
H 5.4130 -0.4502 0.2495
H 4.7598 0.8770 -0.0995
H 2.2236 0.8029 1.4799
H 2.2799 0.3941 0.0171
H -2.4075 3.4120 -0.2601
H -1.0887 4.1673 -0.2786
H 0.8386 -2.9463 0.6460
H 0.6837 -4.1264 -0.2991
H -3.2903 -0.8938 2.2036
H -2.4606 0.1913 1.5371
H -3.1299 -0.5840 -1.0996
H -4.4233 -1.1296 -1.6822
O 0.5544 -0.1731 -1.2105
O 5.4699 0.2847 -0.3715
O 2.8314 0.7226 0.7361
O -2.0399 4.3008 -0.1981
O 0.2303 -3.3324 0.0058
O -2.9983 -0.5838 1.3390
O -3.8138 -1.2452 -0.9445
```

gap between HOMO and LUMO	10.4	eV
SMILES string	O.O.O.O.O.O.O
2S+1	1


Most favorable structure: (C). The second most favorable one is 0.194 eV above it.


(A)
Below is a cluster of 7 separate species, H14O7 in total, with properties calculated with the ωB97M-V functional and the def2-TZVPD basis.

```
21
Properties=species:S:1:pos:R:3
O 0.7375 -1.1580 0.4673
H 1.1545 -0.4230 1.0253
H 1.1615 -1.9560 0.8573
O 0.4635 0.8690 -1.2107
H 1.3055 1.2690 -0.9527
H 0.4715 0.1620 -0.4797
O -0.3965 3.1840 -2.3887
H 0.0915 2.4020 -2.2477
H -1.0895 3.1390 -1.7387
O 2.1845 0.6070 1.8243
H 2.5645 0.2320 2.6393
H 2.6905 1.3910 1.6873
O -0.5285 -1.4530 -2.7867
H -0.5315 -0.6610 -2.3147
H -0.3055 -2.1530 -2.1327
O -2.0995 0.6350 1.1973
H -1.3975 0.8520 1.8283
H -2.0055 -0.2600 0.9073
O -1.8485 -2.1840 1.1643
H -1.0565 -2.0590 0.6283
H -1.5665 -2.4360 2.0263
```

gap between HOMO and LUMO	10.0	eV
SMILES string	O.O.O.O.O.O.O
2S+1	1


(B)
Below is a cluster of 7 separate species, H14O7 in total, with properties calculated with the ωB97M-V functional and the def2-TZVPD basis.

```
21
Properties=species:S:1:pos:R:3
O 0.2144 -1.2948 -2.1004
H 1.1744 -1.3868 -2.0764
H 0.0444 -2.1928 -1.6744
O -1.9396 1.5292 -0.0694
H -2.5316 1.0252 0.5356
H -2.3176 2.4072 -0.2404
O 0.4444 0.2132 0.2676
H 0.2314 -0.1558 -0.5474
H -0.1066 0.8182 0.4056
O 1.0734 2.6172 -1.0404
H 1.2374 1.7722 -0.6754
H 0.8014 3.5502 -0.4504
O 0.3114 -1.4968 2.4006
H 0.2104 -1.3608 1.4606
H 0.4414 -2.5038 2.4306
O 3.1694 0.4562 2.4976
H 3.2074 -0.4248 2.7466
H 2.3544 0.3622 1.9596
O -2.7236 -1.5568 -2.1894
H -1.8866 -1.1428 -2.0474
H -3.4106 -1.2358 -1.5924
```

gap between HOMO and LUMO	10.9	eV
SMILES string	O.O.O.O.O.O.O
2S+1	1


(C)
Below is a cluster of 7 separate species, H14O7 in total, with properties calculated with the ωB97M-V functional and the def2-TZVPD basis.

```
21
Properties=species:S:1:pos:R:3
H -1.5777 -1.1647 0.4112
H -0.9307 -0.0430 1.2069
H 2.9890 -2.4021 -0.2843
H 2.0518 -3.4693 -0.8255
H 2.6657 0.7749 0.0629
H 1.2848 0.7097 0.6946
H -0.8020 3.8078 -0.8488
H -0.8190 3.9769 -2.3592
H -4.4990 -1.6508 2.8188
H -4.9670 -3.0633 3.1283
H 2.6479 0.1207 -1.8448
H 2.2743 -1.0476 -2.7423
H -0.1479 1.5458 0.6598
H -1.2353 2.5359 1.0435
O -0.7782 -0.6283 0.4565
O 2.6780 -3.2982 -0.1130
O 1.7657 0.4746 -0.1069
O -0.2501 3.7008 -1.6318
O -4.2871 -2.5757 2.6497
O 2.8683 -0.2904 -2.6882
O -0.9316 1.9863 0.3123
```

gap between HOMO and LUMO	10.9	eV
SMILES string	O.O.O.O.O.O.O
2S+1	1


(D)
Below is a cluster of 9 separate species, H14O7 in total, with properties calculated with the ωB97M-V functional and the def2-TZVPD basis.

```
21
Properties=species:S:1:pos:R:3
H -0.2632 -1.5962 0.7701
H 0.0721 -1.5732 2.4558
H -2.5197 1.3965 -0.0507
H -2.6862 0.5393 1.6611
H -3.4332 -0.9169 2.4332
H -2.0750 -0.9256 2.4727
H -0.8898 0.3708 -0.1205
H 0.7787 0.0569 -0.1080
H 4.1907 1.5071 -2.5683
H 2.7500 0.2436 -2.8733
H 0.2050 -0.0606 -2.1391
H 0.7714 -1.6442 -2.5650
H 2.6029 0.8989 -0.2657
H 0.2575 1.9975 0.0317
O -0.7418 -1.6831 1.8006
O -2.0238 1.0119 0.9456
O -2.7552 -0.3106 2.9182
O -0.1461 -0.3158 -0.4447
O 3.3421 0.5899 -2.0230
O 0.7096 -0.7154 -2.9029
O 1.8540 1.1293 0.5723
```

gap between HOMO and LUMO	8.2	eV
2S+1	1


Most favorable structure: (A). The second most favorable one is 0.642 eV above it.